# 1
{
  "formula": "C8H10N2",
  "method": "the ωB97M-V functional and the def2-TZVPD basis",
  "species": ["C", "H", "C", "H", "H", "N", "C", "C", "H", "N", "C", "H", "C", "C", "H", "H", "H", "C", "H", "H"],
  "coordinates": [[-1.920, -0.406, 1.416], [1.798, -1.033, -1.890], [3.140, -0.620, -0.278], [-0.816, 2.248, 0.498], [-1.428, 2.159, -1.243], [2.984, 0.131, 0.877], [-1.185, 1.526, -0.331], [-1.409, -0.507, -1.219], [-1.768, -0.131, -2.140], [0.997, -0.049, -0.176], [-1.623, 0.153, 0.115], [3.999, -0.795, -0.888], [-0.351, 0.274, -0.611], [1.677, 0.368, 0.923], [-2.979, -0.190, 1.625], [-1.222, 0.054, 2.112], [-1.379, -1.672, -1.118], [1.967, -0.720, -0.898], [-1.659, -1.477, 1.460], [1.177, 0.685, 1.765]],
  "nbo_charge": [-0.62, 0.21, -0.11, 0.21, 0.22, -0.45, -0.40, -0.38, 0.21, -0.34, -0.01, 0.21, 0.09, 0.17, 0.23, 0.22, 0.22, -0.08, 0.23, 0.18],
  "charge": 0,
  "orbital_gap_ev": 9.47,
  "de_lowest_kcal_mol": 64.8,
  "e_tot_ha": -420.2265
}

# 2
{
  "formula": "C44H51BGeN7O3S5TeTi",
  "method": "the ωB97M-V functional and the def2-TZVPD basis",
  "species": ["H", "C", "C", "H", "H", "H", "C", "Ti", "H", "H", "H", "H", "H", "H", "H", "S", "H", "C", "C", "H", "C", "C", "C", "H", "H", "N", "C", "C", "S", "H", "C", "H", "H", "O", "N", "S", "N", "C", "C", "C", "H", "C", "Te", "H", "H", "N", "H", "H", "H", "N", "H", "C", "S", "H", "H", "H", "H", "H", "N", "Ge", "C", "H", "H", "H", "C", "C", "H", "C", "B", "C", "C", "H", "H", "C", "C", "C", "H", "H", "H", "N", "H", "C", "C", "O", "H", "H", "H", "C", "C", "C", "C", "H", "H", "C", "H", "C", "C", "H", "H", "C", "C", "S", "H", "C", "C", "O", "C", "H", "C", "C", "C", "C", "H", "C"],
  "coordinates": [[1.807, 1.760, 3.361], [-2.725, 1.832, -1.178], [0.513, 1.307, -2.551], [-3.750, -3.054, 0.597], [5.809, -2.130, 2.711], [2.385, 2.607, -4.133], [-4.412, 2.723, -3.259], [0.146, -0.581, 0.314], [0.523, 0.922, -3.570], [-0.469, -4.331, 0.784], [5.636, 3.011, -0.490], [-2.909, -0.509, 2.069], [-5.085, 3.086, -4.022], [-0.862, 2.204, 4.044], [-4.081, 0.121, 0.901], [1.709, 1.268, 0.438], [5.741, -2.233, 0.926], [-3.242, 0.387, 1.539], [5.123, 0.412, 2.803], [-1.812, 6.472, -3.619], [-0.465, 3.548, 1.933], [-1.516, -1.220, -3.137], [-0.774, -3.335, -2.245], [-0.651, 3.553, -0.740], [-0.259, 2.077, -2.466], [1.393, -2.055, 0.983], [1.788, -2.296, -0.257], [-1.400, -2.099, -2.056], [-2.150, -1.616, -0.526], [-0.683, -4.030, -1.423], [-1.123, 5.070, -2.138], [-3.697, 3.273, 1.046], [0.813, -3.673, 4.775], [-1.228, -1.992, 0.618], [4.733, 1.556, 0.950], [2.828, -3.585, -0.787], [3.576, 2.465, -1.106], [-0.342, -2.783, -4.556], [1.937, -1.820, -2.413], [-3.345, -3.056, -0.408], [-3.602, 1.105, 2.271], [1.824, 0.755, 3.778], [0.040, -0.303, 3.192], [4.859, 2.601, 2.785], [-3.756, 5.520, 2.052], [-2.900, -6.195, 4.139], [-0.818, 1.055, 5.394], [5.311, 0.082, 3.804], [1.875, 0.790, 4.864], [1.385, -1.476, -1.209], [-2.017, -0.273, -2.992], [-3.324, 3.523, -2.857], [1.720, -3.017, 2.223], [-3.955, 0.095, -1.228], [4.159, 3.681, 0.677], [0.263, -4.605, -3.602], [-4.123, -2.901, -1.148], [-3.671, -6.425, 3.540], [5.083, -0.458, 1.751], [-1.695, 1.192, 0.475], [-1.724, -5.176, 2.302], [-0.426, -3.854, -6.402], [0.274, 0.489, -1.848], [-2.144, 1.005, 4.233], [-1.895, -5.396, 3.672], [3.741, 2.844, -2.401], [-1.702, 6.502, 3.009], [-0.966, -4.852, 4.567], [4.586, 2.784, 0.022], [-0.999, -1.564, -4.367], [-2.800, 3.704, 1.473], [0.358, -2.279, -6.515], [-5.418, 0.864, -3.014], [0.254, -3.897, 2.738], [4.906, 1.652, 2.294], [0.236, -3.157, -5.885], [4.263, -2.380, 1.884], [-1.077, -5.044, 5.626], [-0.260, 5.664, -1.879], [1.801, 1.842, -2.228], [3.280, -3.358, -3.185], [-3.077, 4.763, -3.481], [-1.083, 1.184, 4.346], [2.709, -3.993, 1.833], [1.204, -3.642, -5.766], [-2.438, -5.596, 1.606], [4.629, 3.351, -2.713], [-2.831, 4.963, 2.039], [2.394, 1.853, -1.009], [2.645, 2.470, -3.105], [4.842, 0.259, 0.622], [-2.819, -3.979, -0.610], [-3.749, 5.089, -4.262], [2.723, -2.913, -2.387], [1.718, -1.224, -3.282], [-4.606, 1.498, -2.690], [-0.634, -4.462, 1.842], [0.469, 3.004, 1.857], [-3.073, -6.202, 5.127], [-1.618, 2.978, 1.415], [-3.762, 1.067, -1.661], [4.736, -0.437, -0.904], [-1.101, -0.880, -5.201], [-1.346, 3.881, -1.500], [-0.489, 4.808, 2.507], [2.088, -2.154, 3.327], [0.092, -4.102, 4.098], [0.424, 5.238, 2.892], [5.232, -1.880, 1.823], [-2.457, 3.071, -1.822], [-1.999, 5.526, -3.132], [-0.244, -3.658, -3.474], [2.667, 0.201, 3.383], [-1.676, 5.517, 2.566]],
  "mulliken_spin": [0.00, 0.06, -0.02, 0.00, 0.00, 0.00, 0.02, 2.26, 0.01, -0.02, 0.00, 0.00, 0.00, 0.00, 0.01, 0.04, 0.00, 0.12, 0.00, 0.00, 0.06, 0.01, 0.07, 0.02, 0.00, 0.02, -0.03, -0.07, 0.29, 0.00, 0.01, 0.00, 0.00, 0.04, 0.01, 0.01, 0.02, 0.01, 0.04, 0.12, -0.01, 0.00, 0.02, 0.00, 0.00, 0.00, 0.00, 0.00, 0.00, 0.03, -0.01, -0.01, 0.01, 0.02, 0.00, 0.00, 0.00, 0.00, 0.00, -0.36, 0.01, 0.00, 0.03, 0.00, 0.00, 0.01, 0.00, 0.00, -0.01, 0.00, 0.02, 0.00, 0.00, 0.00, 0.00, 0.00, 0.00, 0.00, 0.00, -0.01, 0.00, 0.00, 0.01, 0.00, 0.00, 0.00, 0.00, 0.00, 0.05, 0.02, 0.02, 0.00, 0.00, 0.00, 0.00, 0.00, 0.02, -0.01, 0.00, 0.03, 0.02, 0.00, 0.00, 0.00, 0.00, 0.00, 0.00, 0.00, 0.00, 0.01, 0.00, 0.00, 0.00, 0.00],
  "spin_multiplicity": 4,
  "charge": 0,
  "orbital_gap_ev": [6.16, 3.53],
  "s_squared": 3.76,
  "e_tot_ha": -7526.4759
}

# 3
{
  "formula": "C6H11N4S",
  "method": "the ωB97M-V functional and the def2-TZVPD basis",
  "species": ["N", "H", "N", "C", "H", "C", "H", "N", "C", "H", "C", "C", "C", "N", "S", "H", "H", "H", "H", "H", "H", "H"],
  "coordinates": [[1.944, -0.515, -0.609], [-3.181, 2.771, -0.530], [-1.066, -1.016, 0.204], [1.208, -1.776, -0.530], [-1.966, -1.495, -0.015], [0.060, -1.770, 0.483], [0.558, 1.179, 0.420], [-2.461, 0.896, -0.329], [2.736, -0.164, 0.362], [-3.396, 0.484, -0.475], [-1.255, 0.307, 0.014], [-2.347, 2.200, -0.163], [-1.027, 2.515, -0.022], [-0.375, 1.299, 0.189], [3.131, 1.433, 0.457], [2.006, 0.026, -1.461], [0.760, -2.095, -1.474], [0.532, -1.549, 1.599], [3.055, -0.753, 1.108], [1.879, -2.572, -0.093], [-0.446, 3.405, 0.224], [-0.348, -2.813, 0.641]],
  "nbo_charge": [-0.60, 0.25, -0.58, -0.25, 0.42, -0.24, 0.45, -0.51, -0.06, 0.45, 0.60, -0.05, -0.07, -0.50, -0.15, 0.44, 0.23, 0.20, 0.21, 0.23, 0.27, 0.25],
  "charge": 1,
  "orbital_gap_ev": 8.73,
  "de_lowest_kcal_mol": 39.9,
  "e_tot_ha": -852.1688
}

# 4
{
  "formula": "C24H59B3F9O11PS2",
  "method": "the ωB97M-V functional and the def2-TZVPD basis",
  "species": ["P", "H", "O", "H", "H", "H", "H", "H", "C", "H", "H", "H", "H", "H", "C", "C", "H", "F", "C", "H", "S", "C", "H", "H", "H", "C", "H", "C", "H", "H", "O", "C", "H", "F", "C", "O", "O", "H", "H", "F", "O", "F", "B", "C", "H", "H", "H", "O", "H", "O", "O", "H", "H", "C", "F", "H", "H", "H", "C", "H", "H", "H", "H", "C", "C", "C", "H", "C", "O", "C", "H", "H", "C", "B", "H", "C", "B", "S", "C", "F", "H", "H", "H", "H", "H", "H", "C", "H", "C", "C", "H", "F", "H", "C", "H", "H", "O", "H", "F", "H", "H", "O", "H", "H", "H", "H", "H", "F", "H"],
  "coordinates": [[-6.564, -1.676, -0.856], [4.620, 0.736, -3.865], [-2.560, -4.847, 4.009], [0.393, -3.094, 3.236], [2.196, 0.258, -2.068], [-0.976, -6.983, 4.212], [8.627, 1.498, -6.457], [5.804, 0.882, -7.450], [-4.159, -6.355, 2.988], [-2.390, -1.918, -3.301], [-12.577, -3.341, -0.622], [2.974, 5.390, 3.817], [3.621, 7.999, -2.094], [-10.152, -2.776, -0.337], [4.147, 0.682, -2.886], [-0.922, -2.766, 1.560], [-2.167, -5.891, 2.338], [0.043, 2.609, 2.231], [1.323, 0.866, 3.563], [5.951, 0.016, -1.902], [-7.013, -1.642, 1.006], [2.693, 0.269, -3.044], [5.187, 3.042, -6.403], [-12.130, -4.632, -1.747], [4.862, 4.667, -2.636], [7.925, 1.064, -7.174], [3.821, 1.995, -1.476], [4.466, 4.891, 5.294], [3.940, 3.941, 7.161], [-11.443, -1.619, -2.151], [6.209, 0.758, -5.488], [-2.694, -6.068, 3.278], [-0.770, -0.910, 4.428], [1.632, -1.167, 4.639], [3.869, 5.835, 4.262], [4.514, 7.907, -1.745], [-7.736, -2.204, -1.822], [4.583, 6.024, 3.459], [-2.285, -1.152, 1.081], [0.488, 0.680, 1.179], [-4.265, -3.273, -0.149], [2.714, 1.039, 1.504], [-2.924, -2.471, -2.394], [3.493, 4.615, 6.430], [3.202, 5.536, 6.937], [-4.613, -5.523, 2.449], [5.382, 5.325, 5.698], [4.876, 3.672, 4.679], [2.588, 4.138, 6.042], [-2.221, -2.840, -1.267], [4.231, 2.005, -2.348], [3.967, 4.936, -0.243], [8.101, -0.011, -7.207], [1.080, -0.681, 3.482], [1.825, -1.201, 2.466], [2.599, -0.723, -3.486], [5.360, 6.113, -3.536], [-9.686, -4.758, -2.279], [6.218, 2.853, -6.704], [-4.709, -6.489, 3.923], [-2.082, -8.140, 3.454], [-2.514, -7.371, 4.987], [-0.851, -3.833, 1.320], [-2.024, -7.211, 4.022], [-2.343, -2.241, 1.248], [-0.545, -2.566, 3.032], [6.798, 1.153, -4.835], [4.911, -0.295, -2.006], [-6.261, -0.234, -1.505], [-10.496, -3.328, -1.213], [4.891, -1.302, -2.424], [3.854, 6.558, 0.462], [6.495, 1.358, -6.752], [-4.915, -2.679, -1.201], [5.759, 6.460, -1.118], [-11.792, -4.049, -0.885], [-2.936, -2.820, -0.061], [1.375, 1.799, 1.892], [4.741, 6.517, -1.508], [2.227, 2.975, 2.564], [4.472, -0.330, -1.004], [6.873, 3.334, -5.972], [-3.018, -4.954, 4.849], [3.649, 5.808, -3.229], [2.741, 6.078, -0.817], [4.087, 3.255, 4.313], [-0.380, -1.087, 3.419], [-1.316, -3.039, 3.643], [-10.676, -2.362, -2.374], [3.772, 5.987, -0.463], [-0.926, -0.416, 2.753], [0.348, 1.389, 4.302], [-10.979, -2.906, -3.274], [4.653, 5.725, -2.802], [-4.273, -7.261, 2.391], [-8.121, -3.047, -1.504], [-9.433, -4.252, -1.498], [-11.648, -4.737, -0.052], [1.449, 2.577, 0.508], [-0.203, -2.225, 0.933], [2.159, 0.980, -3.676], [-4.305, -2.685, -2.447], [-5.609, -0.291, -2.217], [3.589, 6.789, 4.710], [8.141, 1.483, -8.158], [-9.746, -1.842, -2.593], [6.390, 3.319, -7.675], [2.480, 1.127, 4.159], [-3.027, -2.397, 2.088]],
  "lowdin_charge": [0.22, 0.11, -0.07, 0.12, 0.07, 0.08, 0.08, 0.14, -0.05, 0.12, 0.08, 0.07, 0.08, 0.14, -0.49, -0.18, 0.13, -0.14, -0.44, 0.08, 0.32, -0.05, 0.08, 0.08, 0.06, -0.06, 0.07, -0.50, 0.08, 0.09, -0.07, -0.49, 0.14, 0.11, -0.06, -0.06, -0.24, 0.08, 0.13, -0.14, 0.25, -0.13, -0.30, -0.06, 0.08, 0.08, 0.14, -0.05, 0.08, 0.26, -0.06, 0.07, 0.08, -0.45, 0.10, 0.08, 0.08, 0.11, -0.06, 0.08, 0.08, 0.08, 0.11, -0.06, -0.04, -0.17, 0.09, -0.05, -0.19, -0.48, 0.08, 0.07, -0.50, -0.57, 0.14, -0.05, -0.51, 0.80, -0.50, -0.15, 0.07, 0.08, 0.09, 0.08, 0.08, 0.06, -0.07, 0.09, -0.05, -0.06, 0.12, 0.14, 0.09, -0.06, 0.08, 0.03, -0.07, 0.08, -0.12, 0.12, 0.08, 0.22, 0.08, 0.08, 0.08, 0.06, 0.08, 0.14, 0.13],
  "charge": 0,
  "orbital_gap_ev": 8.96,
  "e_tot_ha": -3888.8539
}

# 5
{
  "formula": "C5H10N3",
  "method": "the ωB97M-V functional and the def2-TZVPD basis",
  "species": ["C", "N", "H", "H", "H", "C", "C", "H", "H", "N", "H", "H", "C", "H", "N", "H", "H", "C"],
  "coordinates": [[2.524, -0.310, -0.002], [3.057, 0.962, -0.008], [0.331, -1.846, 1.605], [3.073, 1.534, -0.863], [-0.414, 0.961, -1.306], [-1.302, -1.101, 0.866], [-2.801, 0.671, -0.633], [-3.730, 0.281, -0.076], [2.635, -0.766, 1.066], [-0.027, -1.298, 0.851], [-2.853, 0.456, -1.610], [-1.955, -1.807, 1.371], [-1.555, -0.061, -0.022], [2.691, -0.882, -0.914], [-0.340, 0.381, -0.446], [-2.689, 1.763, -0.729], [2.753, 1.467, 0.763], [0.600, -0.406, 0.086]],
  "nbo_charge": [-0.11, -0.78, 0.45, 0.40, 0.46, -0.08, -0.64, 0.26, 0.22, -0.48, 0.22, 0.25, 0.16, 0.24, -0.51, 0.24, 0.38, 0.33],
  "charge": 1,
  "orbital_gap_ev": 10.43,
  "de_lowest_kcal_mol": 53.7,
  "e_tot_ha": -360.4895
}

# 6
{
  "formula": "C5H6O2",
  "method": "the ωB97M-V functional and the def2-TZVPD basis",
  "species": ["C", "H", "C", "H", "C", "O", "C", "H", "H", "C", "H", "O", "H"],
  "coordinates": [[0.421, 2.119, -1.473], [1.662, 0.365, -2.043], [0.361, -0.503, 0.817], [1.336, 0.090, 0.911], [-0.679, -1.415, 1.530], [-1.922, -1.438, 0.865], [0.460, 0.002, -0.369], [-1.796, -1.761, -0.037], [-0.151, 2.487, -0.591], [0.940, 0.756, -1.337], [-0.916, -1.061, 2.540], [0.577, 2.799, -2.462], [-0.291, -2.442, 1.649]],
  "nbo_charge": [0.40, 0.24, -0.33, 0.33, -0.07, -0.69, 0.12, 0.47, 0.11, -0.45, 0.21, -0.53, 0.19],
  "charge": 0,
  "orbital_gap_ev": 9.89,
  "de_lowest_kcal_mol": 83.2,
  "e_tot_ha": -344.4694
}